Below is a gas-phase ion, C5H11NOS (charge -1) in a non-equilibrium geometry, with properties calculated with wB97M-V/def2-TZVPD.

Properties
Calculated total energy   -725.24642 Eh
HOMO energy (spin up / spin down)   0.9 / -5.2 eV
Spin multiplicity   2
Relative energy (zero: lowest compared OMol25 entry of this formula, charge and spin)   0.3690 eV
LUMO (spin up / spin down)   3.1883 / 3.0798 eV
Total charge   -1
Frontier orbital gap (spin up / spin down)   2.25 / 8.30 eV

Last columns: bonded neighbours and bond lengths (Å).
Geometry (Å):
1 O -1.83 -2.33 -1.78  C2 1.216
2 C -1.69 -1.30 -1.15  O1 1.216, N3 1.366, H9 1.099
3 N -0.69 -1.17 -0.23  C2 1.366, C4 1.467, H10 1.008
4 C -0.40 -0.12 0.74  N3 1.467, C5 1.535, C8 1.547, H11 1.105
5 C 0.80 0.75 0.32  C4 1.535, C6 1.516, H12 1.090, H13 1.113
6 C 0.92 1.18 -1.12  C5 1.516, S7 1.825, H14 1.096, H15 1.113
7 S 0.34 2.85 -1.60  C6 1.825, H16 1.326
8 C -0.08 -0.87 2.06  C4 1.547, H17 1.090, H18 1.086, H19 1.093
9 H -2.36 -0.44 -1.31  C2 1.099
10 H -0.12 -2.00 -0.27  N3 1.008
11 H -1.36 0.42 0.86  C4 1.105
12 H 1.04 1.45 1.12  C5 1.090
13 H 1.61 0.00 0.47  C5 1.113
14 H 0.25 0.48 -1.62  C6 1.096
15 H 1.95 1.02 -1.52  C6 1.113
16 H 1.53 3.29 -1.98  S7 1.326
17 H 0.59 -0.25 2.64  C8 1.090
18 H -1.00 -1.18 2.54  C8 1.086
19 H 0.51 -1.77 1.84  C8 1.093